Computed, not measured: a single C4H9N3S molecule at a distorted geometry, with wB97M-V/def2-TZVPD.

Last column: Löwdin charge in e.
Geometry (Å):
H 1.2593 0.8729 1.6789  0.031
N 1.8639 0.1530 1.2997  0.129
C 1.4405 -0.1539 0.1477  -0.539
N 2.1174 -1.0358 -0.6750  0.101
C 0.1912 0.4450 -0.4998  -0.289
N -0.4805 1.4517 0.3457  -0.014
C -1.8044 0.8210 0.1285  -0.205
C -1.1204 -0.4180 -0.4840  -0.605
S -1.1342 -1.9547 0.4603  0.736
H 2.8595 -1.5487 -0.1462  0.118
H 1.5196 -1.6216 -1.2462  0.080
H 0.4257 0.7761 -1.5097  0.140
H -0.3914 2.3979 0.0095  0.106
H -2.3885 0.6635 1.0679  0.112
H -2.4358 1.3318 -0.6094  0.108
H -1.4949 -0.7094 -1.4953  0.099
H -0.4271 -1.4709 1.5273  -0.106

Atoms 1-2, force components in eV/Å:
-0.2 0.1 0.1
0.2 -0.1 0.0

The calculation puts the LUMO energy at 0.71 eV. The total energy is -720.2415 Eh. Its SMILES is [H]/N=C(/N)[C@@H]1NC[C@@H]1S. The calculation puts the HOMO-LUMO gap at 9.9032 eV. As for the spin multiplicity: 1.

Computed, not measured: a single C4H7FO molecule, with wB97M-V/def2-TZVPD.

Last column: Löwdin charge in e.
Geometry (Å):
C 0.5857 0.2096 1.2646  -0.011
C -0.2684 0.2898 0.0000  -0.561
C 0.5677 0.1854 -1.2751  -0.011
F -0.9103 1.5183 -0.0072  0.017
C -1.3145 -0.8127 0.0140  -0.215
O -2.4978 -0.6615 0.0039  0.104
H 1.3239 1.0081 1.2532  0.090
H 1.0950 -0.7482 1.3156  0.087
H -0.0425 0.3303 2.1444  0.093
H 1.3069 0.9829 -1.2883  0.090
H 1.0749 -0.7740 -1.3160  0.087
H -0.0731 0.2912 -2.1476  0.093
H -0.8477 -1.8191 0.0386  0.137

Atoms 1-2, force components in eV/Å:
-0.3 0.0 -0.2
0.2 0.2 0.0

The calculation puts the LUMO energy at 0.84 eV. The total energy is -331.7066 Eh. Its SMILES is CC(C)(F)C=O. The calculation puts the HOMO-LUMO gap at 10.8854 eV. As for the spin multiplicity: 1.

Computed, not measured: a 6-piece molecular cluster, C7H26N6O6 overall at a distorted geometry, with wB97M-V/def2-TZVPD.

Last column: Löwdin charge in e.
Geometry (Å):
N -0.0786 -1.4205 -0.2423  0.104
C -1.1146 -1.3725 -1.0063  -0.593
N -2.2386 -1.3435 -0.3273  0.161
O -0.9706 -1.1625 -2.4173  -0.165
H 0.8434 -1.3175 -0.7593  0.061
H -0.1256 -1.1595 0.7517  0.029
H -2.9806 -0.8565 -0.8283  0.120
H -2.1726 -1.1795 0.6537  0.010
N -0.2026 -0.9785 2.3917  0.127
C -1.2646 -0.3275 2.7127  -0.613
N -2.3806 -0.9655 2.3407  0.130
O -1.1776 0.9385 3.1927  -0.059
H 0.6374 -0.5025 2.6857  0.145
H -0.0536 -2.0095 2.4187  0.166
H -3.1026 -0.4535 2.8747  0.146
H -2.5256 -2.0015 2.3257  0.159
N 2.7944 -1.7355 -3.5903  0.197
C 2.6424 -1.8735 -2.2903  -0.568
N 2.7974 -3.0685 -1.7753  0.162
O 2.1944 -0.7945 -1.5433  -0.138
H 2.7974 -0.8075 -3.9553  0.122
H 3.2224 -2.4015 -4.1733  0.099
H 2.6884 -3.2285 -0.7373  0.150
H 3.1584 -3.8915 -2.3043  0.137
C -4.8846 2.3315 0.1847  -0.080
C -3.3806 2.2735 0.4637  -0.309
O -2.8366 1.5895 -0.6243  -0.092
H -5.1876 2.4935 -0.8053  0.056
H -5.4326 2.9655 0.8537  0.063
H -5.4136 1.4195 0.3297  0.053
H -3.1786 1.7575 1.3947  0.087
H -2.9256 3.2775 0.4677  0.117
H -1.9406 1.3835 -0.3373  0.026
C 0.5924 2.3645 0.5037  -0.169
O -0.1386 1.4025 -0.1273  -0.148
H 1.7054 2.1505 0.4087  0.094
H 0.1934 2.3355 1.5617  0.083
H 0.3824 3.3425 0.0717  0.082
H 0.3314 0.5235 -0.0353  0.077
C 4.7174 0.0545 -0.0403  -0.182
O 5.5124 1.1785 -0.1823  -0.068
H 4.7444 -0.7835 -0.7753  0.077
H 3.7454 0.4305 -0.0253  0.035
H 5.0524 -0.3525 0.8957  0.077
H 4.9544 1.7765 -0.5803  0.031

Atoms 1-2, force components in eV/Å:
4.8 -0.7 0.7
0.2 2.1 -8.5

The calculation puts the LUMO energy at -0.14 eV. The total energy is -1062.1801 Eh. Its SMILES is NC(N)=O.NC(N)=O.NC(N)=O.CCO.CO.CO. The calculation puts the HOMO-LUMO gap at 7.9691 eV. As for the spin multiplicity: 1.

Computed, not measured: a 2-piece molecular cluster, C4H13N3 overall at a distorted geometry, with wB97M-V/def2-TZVPD.

Last column: Löwdin charge in e.
Geometry (Å):
C -1.3219 2.0889 -0.0101  -0.106
N -1.1802 -0.3182 -0.0624  -0.190
N -2.0655 0.8240 0.0710  -0.075
N -1.8499 -1.5260 -0.3794  0.062
H -0.2717 -0.4956 0.6395  0.142
H -2.5053 0.7368 0.9844  0.112
H -2.3969 -1.8184 0.4238  0.084
H -2.4764 -1.3422 -1.1581  0.087
H -0.5551 2.1989 0.7625  0.069
H -2.0481 2.8966 0.0757  0.081
H -0.8434 2.1615 -0.9862  0.085
C 2.2058 -1.7097 -0.1572  -0.195
C 1.4486 -0.4386 0.1434  -0.340
C 2.1415 0.6907 0.3241  -0.124
H -0.3522 -0.1538 -0.7395  0.129
H 1.8866 -2.1319 -1.1168  0.051
H 3.2988 -1.5753 -0.1913  0.052
H 1.9874 -2.4806 0.5897  0.051
H 1.6626 1.6503 0.5169  -0.005
H 3.2351 0.7425 0.2699  0.030

Atoms 1-2, force components in eV/Å:
0.0 -0.2 0.1
0.2 0.2 -0.3

The calculation puts the LUMO energy at 0.62 eV. The total energy is -324.2520 Eh. The calculation puts the HOMO-LUMO gap at 7.5516 eV. As for the spin multiplicity: 1.

Computed, not measured: a single C4H6N2O molecule at a distorted geometry, with wB97M-V/def2-TZVPD.

Last column: Löwdin charge in e.
Geometry (Å):
C 1.3581 0.5870 0.4055  -0.079
C -1.0922 -0.8335 1.1420  -0.044
O -1.2781 0.2941 0.5729  -0.060
C -0.8370 0.4472 -0.7260  -0.306
N 0.3595 1.1377 -0.5572  -0.012
C -1.0179 -0.6422 -1.6390  -0.187
N -1.2126 -1.3732 -2.5300  0.147
H 2.2961 1.0662 0.1455  0.079
H 1.1307 0.8656 1.4474  0.086
H 1.5456 -0.5030 0.4031  0.085
H -1.4024 -0.9000 2.1722  0.084
H -0.5994 -1.6257 0.5856  0.087
H 0.7497 1.4798 -1.4219  0.121

Atoms 1-2, force components in eV/Å:
0.2 0.4 0.1
0.0 -2.7 1.2

The calculation puts the LUMO energy (alpha / beta) at -0.87 / 0.50 eV. The total energy is -340.6002 Eh. The calculation puts the HOMO-LUMO gap (alpha / beta) at 6.6281 / 8.8601 eV. As for the spin multiplicity: 1.

Computed, not measured: a 12-piece molecular cluster, H24O12 overall at a distorted geometry, with wB97M-V/def2-TZVPD.

Last column: Löwdin charge in e.
Geometry (Å):
O -1.7354 0.5684 1.7023  -0.072
H -1.3946 -0.3526 1.5073  0.024
H -1.6286 0.7093 2.6387  0.015
O 0.1261 -0.3097 3.6773  -0.077
H 0.1542 -1.2024 4.0931  0.087
H 0.5241 -0.5335 2.8029  0.044
O -2.4654 2.9747 -0.2637  -0.021
H -3.3194 2.7282 0.0607  0.032
H -1.8937 2.4144 0.2125  -0.032
O 0.0100 -2.6610 -1.2576  -0.077
H 0.4850 -3.4357 -1.5806  0.060
H -0.5632 -2.3967 -2.0278  0.022
O -0.9015 -2.4750 -3.7170  -0.041
H -0.3883 -1.7142 -3.9376  0.003
H -1.7911 -2.3424 -4.0866  0.081
O 0.7774 2.2887 2.8805  -0.075
H 0.8399 3.1059 3.4369  0.078
H 0.4809 1.5594 3.4639  0.011
O 0.2662 0.1902 -3.4166  -0.054
H 1.2187 0.2041 -3.5101  0.048
H 0.0050 1.1179 -3.2513  0.020
O 2.0446 -0.5466 -0.6703  -0.080
H 1.3227 -0.9924 -1.1313  -0.003
H 1.8392 0.4021 -0.5166  0.019
O -0.1168 2.9366 -2.4573  -0.060
H -1.0308 3.1327 -2.2090  0.037
H 0.3717 2.5025 -1.7585  -0.012
O -0.9644 -2.2000 1.5133  -0.062
H -1.2184 -2.4430 0.6370  0.012
H 0.0247 -2.2741 1.4729  0.023
O 2.0173 -2.3377 1.6549  -0.060
H 2.7895 -2.0950 2.1968  0.068
H 2.1873 -2.1168 0.7326  0.013
O 0.7856 1.9313 -0.0109  -0.051
H 0.0709 1.3576 0.2798  0.033
H 1.0706 2.3050 0.8392  0.048

Atoms 1-2, force components in eV/Å:
0.3 -0.7 -1.4
-0.6 0.9 0.7

The calculation puts the LUMO energy at 0.28 eV. The total energy is -917.3144 Eh. Its SMILES is O.O.O.O.O.O.O.O.O.O.O.O. The calculation puts the HOMO-LUMO gap at 11.3215 eV. As for the spin multiplicity: 1.